# 1
108
Properties=species:S:1:pos:R:3:mulliken_charge:R:1 method="wB97M-V/def2-TZVPD" total_charge=+2 e_lumo_ev=-7.12 spin_multiplicity=1 homo_lumo_gap_ev=4.80 e_homo_ev=-11.927 total_energy_ha=-5873.541840
Sn 2.873 0.109 1.244 0.7527
C -1.506 2.781 1.534 -0.9733
Si -1.672 3.268 -0.307 0.4001
C -1.894 5.149 -0.522 -1.1462
C -2.995 2.244 -1.220 -0.5101
Si 0.531 2.914 -1.239 -0.1490
Si 2.242 4.184 -0.061 0.0572
C 1.973 4.207 1.831 -0.8954
C 2.240 5.918 -0.848 -1.1154
C 3.968 3.419 -0.390 -0.4180
Si 1.223 1.912 -3.326 0.5886
C 2.972 1.153 -3.116 -0.9551
C 1.113 3.346 -4.576 -1.1638
C 0.009 0.510 -3.755 -0.8418
H -2.466 2.771 2.042 0.4950
H -0.871 3.469 2.081 0.3258
H -1.077 1.786 1.631 0.2054
H -2.838 5.478 -0.103 0.4044
H -1.888 5.443 -1.567 0.3700
H -1.107 5.704 -0.021 0.2957
H -3.999 2.538 -0.925 0.3649
H -2.884 1.188 -0.993 -0.2807
H -2.925 2.362 -2.298 0.4957
H 1.016 4.635 2.109 0.4028
H 2.733 4.808 2.322 0.3897
H 2.031 3.197 2.254 0.2624
H 1.325 6.468 -0.654 0.3505
H 2.367 5.871 -1.927 0.3497
H 3.060 6.518 -0.462 0.3481
H 4.014 2.352 -0.133 -0.0709
H 4.743 3.913 0.192 0.1795
H 4.236 3.524 -1.437 0.3740
H 3.761 1.897 -3.076 0.3460
H 3.201 0.495 -3.950 0.4440
H 3.024 0.548 -2.207 0.1101
H 1.800 4.157 -4.355 0.3678
H 0.109 3.761 -4.603 0.3536
H 1.341 2.994 -5.577 0.4001
H 0.102 -0.297 -3.032 -0.0519
H 0.210 0.096 -4.740 0.5926
H -1.021 0.856 -3.750 0.3655
N 3.844 -6.603 4.291 -0.3455
C 2.737 -6.077 3.739 0.2279
O 1.697 -6.670 3.573 -0.5668
C 2.853 -4.647 3.269 0.9567
C 4.036 -4.055 2.839 -0.8037
C 3.988 -2.783 2.308 -0.3065
N 2.852 -2.096 2.170 -0.3031
C 1.716 -2.649 2.597 -0.1563
C 1.677 -3.908 3.158 -0.6728
H 3.800 -7.548 4.641 0.2462
H 4.655 -6.056 4.521 0.1823
H 4.981 -4.571 2.886 0.3960
H 4.895 -2.283 1.984 0.4445
H 0.820 -2.055 2.462 0.3633
H 0.748 -4.342 3.492 0.5165
C -2.039 -5.207 -1.185 -0.9082
C -1.354 -4.875 -2.506 -0.7211
C -0.933 -3.413 -2.649 -0.2189
C -2.068 -2.416 -2.897 -0.3685
N -2.959 -2.221 -1.779 0.7619
C -2.649 -1.719 -0.573 -1.4502
Se -1.030 -0.964 -0.144 -0.0473
N -3.723 -1.780 0.243 1.5277
C -3.651 -1.543 1.669 -0.6652
C -4.789 -0.760 2.322 -0.7944
C -5.033 0.653 1.790 0.4194
C -5.943 0.699 0.567 -1.3304
C -4.773 -2.333 -0.471 0.9292
C -6.095 -2.617 -0.147 -0.7867
C -6.907 -3.100 -1.153 -0.7926
C -6.427 -3.336 -2.439 -0.9584
C -5.106 -3.109 -2.761 -0.9365
C -4.289 -2.593 -1.765 0.5685
H -2.126 -6.285 -1.071 0.4368
H -3.043 -4.793 -1.132 0.1444
H -1.457 -4.827 -0.347 0.1875
H -2.004 -5.151 -3.337 0.2976
H -0.450 -5.483 -2.582 0.4058
H -0.258 -3.331 -3.504 0.5634
H -0.371 -3.115 -1.763 0.0406
H -2.680 -2.758 -3.731 0.4304
H -1.632 -1.450 -3.159 -0.5650
H -2.711 -1.010 1.843 0.1957
H -3.585 -2.519 2.163 0.2327
H -4.514 -0.696 3.377 0.4192
H -5.722 -1.318 2.277 0.2931
H -4.078 1.132 1.563 -0.5358
H -5.512 1.229 2.585 0.5188
H -5.465 0.269 -0.311 0.2039
H -6.214 1.729 0.342 0.4485
H -6.864 0.154 0.759 0.3857
H -6.489 -2.472 0.843 0.4456
H -7.942 -3.305 -0.937 0.4481
H -7.100 -3.703 -3.196 0.4230
H -4.736 -3.327 -3.750 0.4544
S 4.522 0.435 2.979 -0.2974
C 5.757 1.655 2.524 0.6034
C 5.521 3.000 2.752 -0.3815
C 6.501 3.924 2.432 -0.5924
C 7.704 3.499 1.892 -0.4982
C 7.946 2.148 1.703 -0.5505
C 6.976 1.218 2.031 -0.4936
H 4.583 3.319 3.183 0.4334
H 6.313 4.972 2.610 0.4252
H 8.459 4.215 1.612 0.4210
H 8.897 1.816 1.311 0.4102
H 7.167 0.162 1.913 0.4181

***

# 2
106
Properties=species:S:1:pos:R:3:mulliken_charge:R:1 method="wB97M-V/def2-TZVPD" smiles="c1cc[nH]c1.c1cc[nH]c1.c1cc[nH]c1.NC(N)=O.NC(N)=O.NC(N)=O.NC(N)=O.NC(N)=O.NC(N)=O.NC(N)=O.NC(N)=O.CCCC#N" e_lumo_ev=-0.32 spin_multiplicity=1 homo_lumo_gap_ev=7.09 e_homo_ev=-7.407 total_energy_ha=-2644.276205
C 11.382 22.332 7.642 -0.1371
C 11.080 21.461 6.580 -0.8348
C 12.210 21.354 5.819 -0.5468
N 13.156 22.188 6.330 0.0702
C 12.696 22.756 7.500 -0.5980
H 10.723 22.559 8.465 0.5151
H 10.140 20.946 6.473 0.3914
H 12.400 20.741 4.954 0.3706
H 14.125 22.186 6.063 0.2722
H 13.355 23.387 8.074 0.4459
C 14.485 27.973 4.522 -1.1123
C 15.597 28.322 5.327 -0.1562
C 15.098 28.696 6.542 -0.8204
N 13.732 28.651 6.504 0.4109
C 13.347 28.162 5.282 -0.1984
H 14.510 27.684 3.485 0.4226
H 16.640 28.203 5.085 0.3928
H 15.588 29.029 7.446 0.5133
H 13.168 29.087 7.236 0.1924
H 12.300 28.130 5.032 0.4497
C 14.395 25.569 16.033 -0.2188
C 13.226 24.796 16.239 0.2141
C 13.458 24.114 17.419 -1.3445
N 14.729 24.360 17.817 0.1204
C 15.334 25.284 17.005 -0.7020
H 14.596 26.319 15.283 0.4757
H 12.365 24.777 15.597 0.3002
H 12.811 23.531 18.053 0.3887
H 15.126 24.076 18.694 0.1895
H 16.332 25.648 17.158 0.4207
N 15.115 24.920 5.846 -0.1408
C 15.817 24.783 7.026 0.4718
N 15.897 25.960 7.727 0.2408
O 16.405 23.755 7.349 -0.7395
H 15.238 24.265 5.101 0.2484
H 14.662 25.791 5.636 0.1034
H 16.560 26.055 8.483 0.0956
H 15.492 26.822 7.397 -0.2191
N 13.158 31.078 9.838 -0.4167
C 12.245 30.117 9.481 0.7416
N 11.610 29.464 10.496 0.0501
O 11.959 29.886 8.273 -0.8942
H 13.620 31.572 9.099 0.2617
H 13.362 31.185 10.811 0.1568
H 10.827 28.851 10.297 -0.1550
H 11.866 29.588 11.457 0.1430
N 9.327 29.163 7.595 -0.2474
C 8.853 28.225 8.475 0.2980
N 7.530 27.950 8.279 -0.3542
O 9.515 27.634 9.345 -0.6859
H 10.295 29.472 7.517 0.2450
H 8.672 29.765 7.138 0.2129
H 7.040 28.379 7.524 0.1360
H 6.999 27.469 9.008 0.1424
N 15.332 27.482 10.845 0.0776
C 16.574 27.993 10.575 0.6180
N 17.007 29.009 11.415 -0.4315
O 17.244 27.633 9.597 -0.7144
H 14.920 26.691 10.361 0.0126
H 14.703 28.020 11.413 0.1421
H 16.297 29.240 12.080 0.1297
H 17.877 29.460 11.231 0.2412
N 7.324 27.589 11.810 -0.1697
C 6.197 26.914 11.439 0.6375
N 5.164 26.961 12.353 -0.4321
O 6.055 26.336 10.339 -0.7434
H 8.094 27.700 11.170 0.0873
H 7.406 28.058 12.694 0.1821
H 4.305 26.506 12.111 0.2450
H 5.080 27.758 12.956 0.2002
N 12.646 26.465 8.659 0.0266
C 12.673 25.988 9.954 0.7257
N 11.470 26.181 10.617 0.4508
O 13.576 25.262 10.432 -1.0401
H 13.396 26.309 8.010 0.0740
H 11.913 27.126 8.466 -0.1549
H 11.251 25.601 11.419 0.0719
H 10.732 26.686 10.143 0.1554
N 16.075 22.682 13.902 -0.3934
C 15.462 21.576 14.514 0.4059
N 14.689 21.931 15.606 -0.3322
O 15.580 20.426 14.112 -0.6410
H 16.767 22.456 13.211 0.2260
H 15.469 23.481 13.833 0.2146
H 14.665 22.917 15.767 0.4156
H 14.230 21.230 16.147 0.1773
N 12.199 22.855 11.049 -0.1205
C 11.175 22.832 11.955 0.6744
N 10.827 21.573 12.385 -0.4459
O 10.658 23.880 12.373 -0.6993
H 12.853 22.103 10.966 0.2671
H 12.395 23.834 10.799 -0.2009
H 11.192 20.767 11.920 0.1616
H 10.232 21.455 13.181 0.2326
C 9.245 26.610 16.749 -1.1843
C 10.658 27.186 16.638 -0.2445
C 11.106 27.416 15.212 0.3714
C 10.153 28.218 14.422 0.0954
N 9.402 28.835 13.814 -0.6418
H 9.126 25.888 15.938 0.2938
H 8.490 27.391 16.655 0.3334
H 9.082 26.114 17.705 0.3789
H 11.420 26.524 17.053 0.1361
H 10.729 28.128 17.190 0.3679
H 11.198 26.463 14.691 -0.1930
H 12.064 27.931 15.104 0.3713

***

# 3
25
Properties=species:S:1:pos:R:3:nbo_charge:R:1 method="wB97M-V/def2-TZVPD" smiles="C=C(O)OC(=O)NCC.C#CC" de_lowest_kcal_mol=98.92 e_lumo_ev=0.65 spin_multiplicity=1 homo_lumo_gap_ev=9.44 e_homo_ev=-8.796 total_energy_ha=-592.974792
C -0.111 -3.518 -0.446 -0.5527
C -0.692 -2.480 0.154 0.5778
O -1.862 -2.713 0.700 -0.6898
O -0.157 -1.262 0.467 -0.5123
C 0.773 -0.746 -0.371 0.8861
O 0.950 -0.997 -1.542 -0.6363
N 1.578 0.105 0.243 -0.6085
C 2.683 0.813 -0.298 -0.2365
C 3.841 0.611 0.692 -0.6441
H -0.555 -4.541 -0.534 0.2182
H 0.730 -3.477 -1.052 0.2161
H -2.127 -2.419 1.544 0.4985
H 1.474 0.197 1.252 0.3915
H 2.590 1.995 -0.451 0.1843
H 2.727 0.369 -1.321 0.2492
H 3.692 1.079 1.724 0.2158
H 4.059 -0.516 0.739 0.2177
H 4.937 0.948 0.341 0.2261
C -2.655 0.995 -0.741 -0.2650
C -3.126 2.036 -0.351 0.0003
C -3.877 3.146 0.015 -0.6986
H -2.450 -0.046 -1.045 0.2529
H -3.815 3.464 0.996 0.2339
H -3.630 4.046 -0.567 0.2371
H -4.978 2.911 -0.148 0.2382